(1)
ORCA calculation (ωB97M-V/def2-TZVPD) on a 9-piece molecular cluster, C47H119N7O16 overall in a non-equilibrium geometry.

Values from the calculation:
DFT total energy	-3448.51937	a.u.

Geometry as ORCA input:
```
! wB97M-V def2-TZVPD RIJCOSX def2/J DEFGRID3
* xyz 1 2
C 12.31 2.10 -6.56
C 12.36 3.02 -5.36
O 11.78 4.22 -5.64
H 11.33 1.70 -6.82
H 12.89 1.19 -6.42
H 12.65 2.57 -7.48
H 13.38 3.32 -5.11
H 11.89 2.60 -4.47
H 12.00 4.76 -4.88
C 13.60 -2.83 -11.79
O 14.59 -3.83 -12.03
C 14.25 -4.79 -13.02
C 15.48 -5.67 -13.30
N 15.90 -6.50 -12.15
C 17.29 -6.96 -12.23
C 17.56 -7.91 -13.41
O 17.90 -7.13 -14.57
C 18.21 -7.97 -15.69
H 13.84 -2.11 -11.02
H 12.71 -3.33 -11.41
H 13.17 -2.38 -12.68
H 13.89 -4.25 -13.90
H 13.38 -5.40 -12.74
H 16.29 -5.02 -13.62
H 15.23 -6.40 -14.07
H 15.82 -5.96 -11.30
H 17.40 -7.65 -11.38
H 18.04 -6.20 -12.05
H 16.74 -8.59 -13.64
H 18.47 -8.48 -13.22
H 19.04 -8.64 -15.44
H 18.52 -7.37 -16.54
H 17.37 -8.60 -15.95
C 19.74 -7.52 -9.34
O 18.67 -6.62 -9.17
C 17.66 -7.30 -8.44
C 16.47 -6.35 -8.19
N 16.28 -5.48 -9.35
C 15.93 -4.08 -9.01
C 14.46 -3.90 -8.49
O 14.27 -2.51 -8.36
C 12.88 -2.28 -8.01
H 20.50 -6.90 -9.81
H 19.55 -8.35 -10.02
H 20.13 -7.89 -8.39
H 17.96 -7.69 -7.47
H 17.33 -8.15 -9.03
H 16.62 -5.78 -7.28
H 15.52 -6.88 -8.07
H 17.18 -5.46 -9.80
H 16.02 -3.43 -9.88
H 16.66 -3.69 -8.29
H 14.24 -4.32 -7.51
H 13.80 -4.35 -9.22
H 12.23 -2.31 -8.88
H 12.67 -1.28 -7.61
H 12.49 -2.88 -7.19
C 18.71 -1.14 -5.35
O 17.46 -1.64 -4.87
C 16.24 -1.30 -5.52
C 15.25 -2.36 -4.93
N 15.18 -2.32 -3.46
C 14.27 -3.29 -2.90
C 14.44 -3.38 -1.39
O 15.83 -3.63 -1.13
C 16.01 -3.69 0.28
H 18.71 -1.51 -6.38
H 19.56 -1.57 -4.82
H 18.69 -0.06 -5.42
H 16.26 -1.51 -6.59
H 16.04 -0.25 -5.31
H 15.61 -3.34 -5.23
H 14.26 -2.25 -5.38
H 16.09 -2.42 -3.03
H 14.39 -4.24 -3.42
H 13.22 -3.09 -3.09
H 13.95 -4.29 -1.05
H 14.02 -2.51 -0.89
H 15.38 -4.40 0.81
H 15.90 -2.68 0.67
H 17.06 -3.93 0.46
C 19.15 3.03 -9.46
O 20.11 2.00 -9.43
C 20.47 1.56 -8.07
C 20.80 0.03 -8.14
N 19.81 -0.71 -8.91
C 20.13 -2.13 -9.11
C 19.14 -2.76 -10.10
O 19.21 -2.07 -11.38
C 18.24 -2.49 -12.28
H 18.17 2.77 -9.06
H 18.93 3.38 -10.47
H 19.49 3.92 -8.93
H 19.62 1.69 -7.39
H 21.21 2.26 -7.67
H 20.86 -0.30 -7.10
H 21.79 -0.14 -8.57
H 19.69 -0.24 -9.79
H 20.21 -2.73 -8.20
H 21.13 -2.17 -9.53
H 18.19 -2.68 -9.57
H 19.35 -3.83 -10.13
H 18.14 -1.69 -13.01
H 17.27 -2.54 -11.78
H 18.46 -3.47 -12.69
C 25.25 -0.50 -11.30
O 24.01 -0.66 -11.84
C 23.01 0.32 -11.51
C 21.68 0.15 -12.36
N 20.86 1.39 -12.19
C 19.56 1.20 -12.69
C 19.58 1.08 -14.26
O 18.24 0.84 -14.67
C 18.03 0.77 -16.04
H 25.63 0.45 -11.68
H 25.88 -1.31 -11.66
H 25.12 -0.47 -10.22
H 23.43 1.31 -11.66
H 22.91 0.20 -10.43
H 21.23 -0.79 -12.02
H 21.95 0.00 -13.40
H 20.91 1.60 -11.20
H 19.01 2.08 -12.37
H 19.03 0.35 -12.25
H 20.13 0.22 -14.63
H 20.00 1.98 -14.72
H 18.38 1.66 -16.56
H 16.95 0.81 -16.18
H 18.36 -0.15 -16.51
C 10.68 -0.01 -10.57
O 11.57 1.13 -10.41
C 10.95 2.40 -10.13
C 10.32 2.94 -11.49
N 9.72 4.32 -11.50
C 8.74 4.41 -10.40
C 7.88 5.66 -10.63
O 6.87 5.63 -11.63
C 5.96 6.68 -11.67
H 11.22 -0.94 -10.74
H 9.99 0.01 -11.42
H 10.03 -0.14 -9.70
H 11.77 2.94 -9.65
H 10.26 2.28 -9.29
H 9.54 2.25 -11.80
H 11.06 2.84 -12.27
H 9.14 4.42 -12.32
H 9.27 4.41 -9.45
H 8.00 3.62 -10.41
H 8.51 6.55 -10.72
H 7.46 5.88 -9.64
H 5.11 6.60 -11.00
H 5.45 6.60 -12.63
H 6.42 7.67 -11.64
C 7.44 4.03 -14.38
O 8.85 4.12 -14.09
C 9.49 5.06 -15.03
C 11.00 5.03 -14.80
N 11.45 5.50 -13.48
C 12.91 5.29 -13.27
C 13.25 5.37 -11.78
O 14.57 4.75 -11.72
C 15.02 4.40 -10.39
H 7.15 3.22 -13.70
H 7.23 3.59 -15.36
H 6.85 4.93 -14.23
H 8.97 6.01 -14.95
H 9.27 4.79 -16.06
H 11.49 5.60 -15.58
H 11.31 3.98 -14.87
H 10.93 5.03 -12.75
H 13.51 5.97 -13.88
H 13.17 4.28 -13.57
H 12.58 4.74 -11.18
H 13.17 6.39 -11.41
H 16.01 3.94 -10.38
H 14.40 3.70 -9.84
H 15.13 5.34 -9.84
C 14.87 0.59 -8.71
C 16.21 -0.03 -9.07
C 16.68 0.32 -10.48
O 17.22 0.42 -8.16
H 14.05 0.14 -9.27
H 14.86 1.65 -8.98
H 14.49 0.38 -7.71
H 16.14 -1.12 -8.99
H 16.85 1.39 -10.54
H 15.94 -0.03 -11.21
H 17.72 0.07 -10.67
H 17.94 -0.21 -8.21
*
```



(2)
ORCA calculation (ωB97M-V/def2-TZVPD) on C47H24F5N11O3S2Tc as an isolated structure.

Values from the calculation:
energy relative to the best compared isomer or geometry (same formula, charge and spin)	0.00	kJ/mol

Geometry as ORCA input:
```
! wB97M-V def2-TZVPD RIJCOSX def2/J DEFGRID3
* xyz 0 4
Tc -0.12 0.74 0.13
C -1.56 -4.82 -3.04
C -0.90 -5.42 -1.97
C -0.25 -4.66 -1.00
C -0.29 -3.29 -1.14
C 0.21 -2.20 -0.29
N 0.83 -2.41 0.86
C 1.10 -1.47 1.75
C 1.81 -1.71 3.01
C 2.43 -2.83 3.53
C 3.06 -2.70 4.76
C 3.06 -1.48 5.45
C 2.41 -0.36 4.93
C 1.79 -0.50 3.71
C 1.03 0.44 2.88
N 0.64 1.64 3.28
C -0.07 2.49 2.54
N -0.28 2.45 1.20
C -1.12 3.47 0.84
N -1.61 3.72 -0.36
C -1.61 2.87 -1.38
N -1.19 1.57 -1.35
C -1.50 0.96 -2.52
N -1.38 -0.33 -2.80
C -0.84 -1.24 -2.00
N -0.11 -1.02 -0.87
C -0.95 -2.68 -2.21
C -1.60 -3.43 -3.17
C -2.10 1.95 -3.42
C -2.58 1.86 -4.72
C -3.10 3.02 -5.29
C -3.16 4.21 -4.57
C -2.69 4.30 -3.27
C -2.16 3.15 -2.71
C -1.44 4.26 2.03
C -2.30 5.32 2.23
C -2.48 5.76 3.54
C -1.82 5.15 4.60
C -0.96 4.08 4.40
C -0.78 3.65 3.10
N 0.71 -0.17 1.72
H -2.06 -5.44 -3.77
H -0.90 -6.50 -1.89
H 0.25 -5.12 -0.16
H 2.43 -3.76 2.99
H 3.57 -3.55 5.19
H 3.57 -1.41 6.40
H 2.40 0.58 5.47
H -2.11 -2.95 -3.99
H -2.54 0.93 -5.26
H -3.48 2.99 -6.30
H -3.57 5.09 -5.05
H -2.74 5.22 -2.70
H -2.82 5.78 1.40
H -3.16 6.59 3.73
H -1.99 5.52 5.61
H -0.45 3.59 5.22
N 3.78 -4.95 -4.50
C 3.93 -4.11 -3.41
C 4.95 -3.15 -3.39
C 5.08 -2.28 -2.33
C 4.19 -2.35 -1.27
C 3.17 -3.30 -1.27
C 3.04 -4.17 -2.34
S 4.34 -1.24 0.09
O 5.50 -0.41 -0.16
O 4.29 -2.00 1.31
N 2.97 -0.41 -0.01
C 2.89 0.78 -0.54
S 4.19 1.77 -1.20
C 3.03 2.94 -1.73
C 1.79 2.57 -1.40
N 1.68 1.37 -0.71
H 4.57 -5.06 -5.11
H 3.23 -5.78 -4.36
H 5.64 -3.10 -4.23
H 5.86 -1.54 -2.30
H 2.48 -3.35 -0.44
H 2.24 -4.90 -2.35
H 3.32 3.83 -2.26
H 0.90 3.14 -1.62
F -6.73 0.47 3.43
C -5.54 0.40 2.82
C -4.54 -0.42 3.32
F -4.76 -1.14 4.43
C -3.32 -0.49 2.69
F -2.36 -1.28 3.20
C -3.03 0.24 1.53
O -1.87 0.14 0.94
C -4.06 1.06 1.06
F -3.86 1.79 -0.06
C -5.29 1.14 1.68
F -6.24 1.93 1.19
*
```